1.
45
Properties=species:S:1:pos:R:3 method="wB97M-V/def2-TZVPD" total_charge=-1 lumo_energy_ha=0.0410 e_homo_ha=-0.09117
C 5.0678 -0.1514 4.7801
C 4.7642 0.2727 3.2039
C 5.6969 1.4622 2.5602
C 5.3549 1.9175 0.9877
C 4.1295 1.1672 0.1591
C 3.1819 -0.0428 0.8195
C 2.0260 -0.6592 -0.1505
C 0.8968 -1.5961 0.5745
N 1.6207 -2.8154 1.1855
C 0.1264 -0.7766 1.8132
Br -1.3907 -2.0241 2.3665
C -0.6101 0.6046 1.3135
C 0.2910 1.9509 1.5639
Br -1.3435 0.4726 -0.5861
C 3.5358 -0.4646 2.3591
H 4.0066 -0.2493 5.3020
H 5.7126 -1.1344 4.8696
H 5.5986 0.7913 5.2838
H 6.5627 2.0359 3.1487
H 5.9535 2.7603 0.4370
H 3.9405 1.5069 -0.9456
H 2.5644 -1.3492 -0.9619
H 1.5813 0.2481 -0.7769
H 1.4576 -2.8070 2.2375
H 1.0947 -3.6747 0.8709
H 0.7878 -0.6675 2.7714
H -1.5866 0.7284 1.9891
H 1.3018 1.6007 2.0744
H -0.2522 2.6239 2.3840
H 0.4435 2.6285 0.6220
H 2.8983 -1.2799 2.9033
C -4.1652 0.5873 -2.7178
C -4.8817 -0.5477 -2.3350
C -5.7815 -1.1399 -3.2234
C -5.9532 -0.5874 -4.5000
C -5.2409 0.5565 -4.8842
C -4.3460 1.1416 -3.9861
N -6.8786 -1.2202 -5.4475
O -7.5044 -2.2195 -5.0635
O -6.9781 -0.7218 -6.5779
H -3.4606 1.0422 -2.0237
H -4.7364 -0.9730 -1.3443
H -6.3322 -2.0241 -2.9099
H -5.3681 0.9987 -5.8701
H -3.7860 2.0280 -4.2760



2.
44
Properties=species:S:1:pos:R:3 method="wB97M-V/def2-TZVPD" total_charge=0 lumo_energy_ha=0.0224 e_above_lowest_kcal_mol=420.8 e_homo_ha=-0.29952
C -3.2454 -0.4372 -0.4770
N -1.8928 -0.9108 -0.9456
C -1.9338 -2.3848 -1.4033
H -2.2303 -2.8530 -0.5410
C -0.3773 -2.7450 -1.9523
O 0.6382 -2.4439 -0.9799
C 0.6301 -2.9301 0.3802
C 0.1563 -2.2934 1.3261
O 1.0841 -1.6503 2.2261
C 1.6340 -0.4691 1.7588
C 1.8189 -0.2655 0.6239
C 2.6377 0.9614 0.2555
C 3.1184 1.9683 1.0607
C 2.8143 1.3999 2.5719
C 2.2954 0.2778 2.7527
Br 1.8925 -0.1456 4.7201
H 3.2302 2.2357 3.2661
Cl 3.8000 3.4080 0.8807
H 2.6048 1.2159 -0.9074
H 1.3593 -0.7076 -0.2071
H -0.4521 -2.8625 2.0298
H -0.6491 -1.4917 1.0818
H 0.1504 -4.1937 0.3460
H 1.6446 -3.2273 0.6594
H -0.0981 -2.7095 -2.8360
H -0.6883 -3.9794 -1.9181
H -2.5305 -2.2068 -2.2281
C -1.1922 -0.1089 -1.7133
C -0.8245 1.4534 -0.9714
C -0.8167 1.5765 0.2982
C -0.3177 2.6010 0.8707
C 0.1708 3.7594 -0.0015
C -0.0338 3.5880 -1.3236
C -0.3625 2.5424 -1.9269
H -0.4154 2.3876 -2.9563
H 0.2179 4.2606 -1.9012
H 0.4962 4.6320 0.3785
H -0.5153 2.9048 2.0810
H -1.0427 0.6796 0.9884
H -0.2684 -0.4498 -1.9103
H -1.9710 0.3722 -2.6211
H -3.6459 -1.0284 0.5818
H -3.7939 -0.4573 -1.2657
H -3.0965 0.7272 -0.1514



3.
46
Properties=species:S:1:pos:R:3 method="wB97M-V/def2-TZVPD" total_charge=0 lumo_energy_ha=-0.0077 e_above_lowest_kcal_mol=323.8 e_homo_ha=-0.29402
O 0.2682 -1.9739 -0.1191
C -0.3829 -1.7097 0.9801
N -1.1295 -2.7678 1.5993
N -1.7128 -2.4011 2.7097
C -2.4922 -3.1827 3.2298
C -2.9270 -3.0185 4.4717
C -3.5652 -3.8595 5.2415
C -4.3500 -3.4564 6.3056
C -3.9414 -2.1468 6.4400
S -2.9310 -1.5282 5.2792
Br -4.2774 -1.1892 7.8639
H -4.8969 -4.0338 6.9305
H -4.0446 -4.8471 4.9185
H -2.3885 -4.4434 2.8037
H -1.2142 -3.5293 0.9928
C -0.1365 -0.2952 1.6094
N 0.3960 0.9452 1.1505
C 1.9105 0.8668 0.9934
C 2.2907 0.1834 -0.3424
N 1.9297 1.0695 -1.4263
C 0.3013 0.9685 -1.5221
C 0.0004 1.3856 -0.1647
H -1.2195 1.2055 -0.0988
H 0.2116 2.4808 -0.0147
H -0.2501 1.3923 -2.4204
H 0.0383 -0.1547 -1.5432
C 2.3510 0.9477 -2.6725
C 1.9444 1.6121 -3.8127
C 2.1390 3.1886 -3.4923
C 1.6910 4.0925 -4.3666
C 1.2136 3.5516 -5.7483
C 1.1130 2.3472 -6.0807
C 1.5776 1.3242 -5.0232
H 1.5092 0.4477 -5.2773
H 0.9142 2.0547 -6.9922
H 1.0073 4.1815 -6.4545
H 1.5124 5.1143 -4.2574
H 2.5519 3.4124 -2.3832
H 2.1229 -0.2809 -3.0765
H 3.6191 0.7110 -2.7205
H 3.5655 0.4931 -0.2138
H 2.4445 -0.7917 -0.5273
H 2.3001 0.2765 1.7317
H 2.1790 1.9953 1.1209
H 0.1652 -0.5794 2.4385
H -1.4083 -0.0589 1.9399



4.
59
Properties=species:S:1:pos:R:3 method="wB97M-V/def2-TZVPD" total_charge=-1 lumo_energy_ha="0.0490 / 0.0426" e_above_lowest_kcal_mol=16.0 e_homo_ha="-0.18099 / -0.16310"
Sc -0.1177 0.4214 -0.1848
C 1.5735 -0.6166 2.4751
O 1.3102 -1.0505 1.1436
C 2.4645 -1.5709 0.4713
C 3.0348 -0.4922 -0.4039
O 2.0344 -0.1350 -1.3635
C 2.1305 -0.9623 -2.5275
H 1.9363 -1.4652 3.0623
H 0.6259 -0.2751 2.8898
H 2.2975 0.2014 2.4883
H 2.1258 -2.4334 -0.1104
H 3.1917 -1.9270 1.2068
H 3.9355 -0.8452 -0.9170
H 3.2820 0.4064 0.1602
H 3.0708 -0.7409 -3.0382
H 1.3030 -0.7192 -3.1859
H 2.0931 -2.0236 -2.2606
O -2.8516 3.3974 1.1225
S -1.5052 2.9511 0.9219
O -0.7973 3.3689 -0.2528
O -1.3955 1.4415 1.0617
C -0.5690 3.5078 2.3382
C -1.3023 4.0448 3.3874
C -0.6727 4.4846 4.5419
C 0.6998 4.3804 4.6574
C 1.4439 3.8399 3.6196
C 0.8252 3.4058 2.4529
S 1.9638 2.8138 1.2059
O 2.2062 3.8717 0.2785
O 3.0964 2.2932 1.9345
O 1.2322 1.6614 0.5584
H -2.3742 4.1157 3.2726
H -1.2602 4.9048 5.3481
H 1.1998 4.7168 5.5569
H 2.5159 3.7406 3.7049
S -2.9007 0.3940 -1.5817
S -3.2492 2.0901 -2.4847
S -1.4579 2.7444 -3.2708
S -0.0964 1.3632 -2.8244
C -3.7033 -4.2442 3.4927
C -2.8925 -3.2087 2.7670
C -1.7767 -3.5568 2.0198
C -1.0557 -2.5726 1.3677
N -1.3805 -1.2729 1.4102
C -2.4603 -0.9376 2.1239
C -3.2253 -1.8617 2.8133
H -3.3759 -5.2502 3.2358
H -4.7623 -4.1562 3.2469
H -3.6088 -4.1237 4.5736
H -1.4589 -4.5869 1.9263
H -0.1809 -2.8482 0.7982
H -2.7173 0.1121 2.1196
H -4.0903 -1.5218 3.3689
Cl 0.8128 -4.5996 -0.6088
C -0.8769 -3.7092 -2.3836
Cl -0.1101 -3.9821 -3.8716
Cl -2.2899 -4.5662 -1.9763
C -0.6912 -2.4617 -1.7733
N -0.4781 -1.4676 -1.2273



5.
59
Properties=species:S:1:pos:R:3 method="wB97M-V/def2-TZVPD" total_charge=-1 lumo_energy_ha="0.0430 / 0.0312" e_above_lowest_kcal_mol=0.0 e_homo_ha="-0.20316 / -0.18284"
Sc -0.5739 -0.2886 -0.0002
C 0.6271 -0.2713 3.2595
O 0.7468 -0.7750 1.9276
C 1.8475 -1.6820 1.7856
C 2.5449 -1.2851 0.5155
O 1.5732 -1.2591 -0.5319
C 1.7375 -2.3562 -1.4365
H 1.5853 0.1490 3.5717
H 0.3221 -1.0783 3.9297
H -0.1147 0.5209 3.2545
H 1.4631 -2.7034 1.7787
H 2.5215 -1.5755 2.6375
H 3.3469 -1.9847 0.2710
H 2.9610 -0.2832 0.6040
H 2.6103 -2.1734 -2.0664
H 0.8515 -2.4351 -2.0535
H 1.8668 -3.2849 -0.8738
O -4.5001 0.7461 -0.5405
S -3.2270 0.3261 -1.0540
O -2.8322 -1.0541 -0.7827
O -2.0951 1.1848 -0.5972
C -3.3086 0.5422 -2.8251
C -4.3970 1.2714 -3.2858
C -4.5549 1.5310 -4.6383
C -3.6155 1.0643 -5.5399
C -2.5250 0.3387 -5.0858
C -2.3616 0.0652 -3.7345
S -0.9312 -0.9475 -3.3476
O 0.0113 -0.6910 -4.4054
O -1.3921 -2.3049 -3.2135
O -0.4212 -0.4055 -2.0533
H -5.1179 1.6273 -2.5642
H -5.4096 2.1003 -4.9803
H -3.7240 1.2658 -6.5980
H -1.7709 -0.0213 -5.7711
S 2.4261 1.8548 -1.9123
S 3.3933 2.3540 -0.3247
S 2.0851 2.2385 1.3553
S 0.2303 2.1112 0.5777
C -4.6150 -0.1699 5.3494
C -3.7053 -0.1926 4.1557
C -3.5498 0.9233 3.3425
C -2.7254 0.8572 2.2358
N -2.0461 -0.2450 1.9000
C -2.1811 -1.3178 2.6916
C -2.9915 -1.3319 3.8086
H -4.7442 0.8440 5.7274
H -4.2253 -0.7969 6.1510
H -5.6008 -0.5541 5.0789
H -4.0704 1.8458 3.5650
H -2.5946 1.7111 1.5867
H -1.5818 -2.1889 2.4661
H -3.0286 -2.2338 4.4064
Cl 0.3994 -6.0377 0.6018
C -0.9442 -5.0329 0.8291
Cl -2.4444 -5.6943 1.2286
Cl -0.2002 -4.0758 3.4497
C -0.8525 -3.6883 0.4870
N -0.7750 -2.5685 0.2301



6.
44
Properties=species:S:1:pos:R:3 method="wB97M-V/def2-TZVPD" total_charge=+2 lumo_energy_ha="-0.3413 / -0.4092" multiplicity=4 e_homo_ha="-0.59478 / -0.58791"
C 0.7187 3.0117 2.4597
C 0.0750 3.8840 1.1881
C 0.0123 2.9368 -0.1507
C -1.4541 2.2341 -0.4241
C -2.0051 2.4325 -1.9729
C -1.3856 0.6230 0.0074
C -2.3773 0.1622 1.2700
C -2.4116 -1.4035 1.8452
C -1.4197 -2.4693 1.0909
C -0.4596 -2.0199 -0.2028
C -0.3977 -0.4657 -0.7893
C 0.5478 -0.0081 -2.0500
C 2.1234 -0.4441 -1.9312
C 2.7506 -0.3796 -0.4181
Cl 3.0790 0.7924 -2.9956
C 0.4383 -3.2625 -0.8691
O 0.6398 -3.4220 -2.1794
C 1.0330 -4.3494 0.2543
O 2.3834 -4.9599 0.1669
C 0.1669 -4.7518 1.4343
C -1.3453 -4.0576 1.6097
O -2.4030 -4.7172 2.1178
H 1.7059 2.4518 2.1674
H -0.0591 2.1916 2.7858
H 0.9348 3.7961 3.3177
H 0.7842 4.8032 0.9209
H -0.9863 4.2622 1.5253
H 0.3972 3.5202 -1.1171
H 0.8070 2.0670 0.0108
H -2.2753 2.7552 0.2675
H -3.1823 2.4835 -1.9428
H -1.5015 3.3751 -2.4674
H -1.7509 1.5015 -2.6755
H -3.0801 0.9233 1.8522
H -3.0698 -1.7577 2.7518
H 0.5213 1.1680 -2.2507
H 0.0575 -0.4880 -3.0238
H 2.3871 -1.4942 -2.3770
H 2.6381 0.7179 -0.0206
H 2.2429 -1.1236 0.3455
H 3.9017 -0.6346 -0.5140
H 2.9513 -4.3891 0.7958
H 0.5514 -5.5414 2.2277
Co -2.2844 0.0461 -2.0407



7.
44
Properties=species:S:1:pos:R:3 method="wB97M-V/def2-TZVPD" total_charge=0 lumo_energy_ha=0.0234 smiles="CCOc1ccc([C@H](C)NC(=S)NCc2ccc(Cl)cc2)cc1" e_above_lowest_kcal_mol=1.9 e_homo_ha=-0.29515
C -3.9355 -2.1876 -1.4132
C -3.7255 -1.1607 -0.3053
O -2.6989 -1.5379 0.5949
C -1.4006 -1.4555 0.2149
C -0.4815 -2.0409 1.0871
C 0.8708 -2.0158 0.8175
C 1.3543 -1.4008 -0.3340
C 2.8276 -1.3360 -0.6963
C 3.7796 -1.8915 0.3664
N 3.1959 0.0282 -1.0528
C 2.9716 1.1589 -0.3484
S 3.5407 2.5892 -0.9619
N 2.3313 1.0665 0.8382
C 1.6954 2.2142 1.4553
C 0.2698 2.3303 0.9805
C -0.7621 1.7093 1.6720
C -2.0637 1.7691 1.2074
C -2.3274 2.4487 0.0299
Cl -3.9565 2.5443 -0.5574
C -1.3101 3.0584 -0.6856
C -0.0153 2.9961 -0.2056
C 0.4341 -0.8140 -1.1964
C -0.9222 -0.8340 -0.9358
H -3.0438 -2.2810 -2.0288
H -4.1583 -3.1599 -0.9807
H -4.7670 -1.8807 -2.0413
H -3.5301 -0.1691 -0.7257
H -4.6204 -1.0991 0.3198
H -0.8568 -2.5187 1.9782
H 1.5465 -2.4855 1.5150
H 2.9647 -1.9245 -1.6131
H 4.8042 -1.7849 0.0169
H 3.5854 -2.9465 0.5385
H 3.6847 -1.3474 1.3028
H 3.8024 0.1596 -1.8477
H 1.8741 0.1836 1.0301
H 1.7361 2.0829 2.5396
H 2.2725 3.0968 1.1705
H -0.5525 1.1780 2.5890
H -2.8633 1.2918 1.7515
H -1.5307 3.5802 -1.6037
H 0.7841 3.4681 -0.7561
H 0.7877 -0.3238 -2.0917
H -1.5913 -0.3585 -1.6345



8.
44
Properties=species:S:1:pos:R:3 method="wB97M-V/def2-TZVPD" total_charge=0 lumo_energy_ha=0.0224 smiles="Cc1c(Cl)cccc1NC(=S)N(Cc1cccs1)C1CCCC1" e_above_lowest_kcal_mol=13.8 e_homo_ha=-0.29643
C -2.1379 -0.8675 -1.6517
C -2.7149 -0.5023 -0.3210
C -3.8714 0.2692 -0.2296
Cl -4.6003 0.8914 -1.6732
C -4.4799 0.5592 0.9803
C -3.9311 0.0631 2.1493
C -2.7665 -0.6755 2.1021
C -2.1399 -0.9360 0.8842
N -0.9585 -1.6917 0.9214
C 0.1590 -1.6496 0.1312
S 0.9194 -3.1049 -0.1276
N 0.6161 -0.4738 -0.3566
C 1.7353 -0.5098 -1.2892
C 3.0701 -0.2800 -0.6560
C 3.7867 -1.1373 0.1207
C 5.0175 -0.5969 0.5559
C 5.2268 0.6624 0.0993
S 3.9215 1.2206 -0.8685
C 0.2742 0.7850 0.2901
C 0.4422 2.0508 -0.5543
C 0.4337 3.1395 0.5132
C 1.3567 2.5672 1.5904
C 1.0932 1.0547 1.5766
H -1.5930 -1.8065 -1.5941
H -2.9346 -0.9712 -2.3844
H -1.4530 -0.0976 -2.0068
H -5.3775 1.1559 0.9998
H -4.4070 0.2647 3.0960
H -2.3188 -1.0531 3.0089
H -1.0251 -2.5605 1.4364
H 1.5568 0.2278 -2.0741
H 1.7305 -1.5074 -1.7403
H 3.4434 -2.1253 0.3690
H 5.7155 -1.1288 1.1771
H 6.0671 1.3067 0.2652
H -0.7795 0.7390 0.5690
H -0.3557 2.1665 -1.2870
H 1.4031 2.0730 -1.0644
H 0.7831 4.0975 0.1330
H -0.5759 3.2693 0.9073
H 1.1684 3.0073 2.5680
H 2.3940 2.7686 1.3222
H 2.0238 0.4897 1.5647
H 0.5266 0.7372 2.4520



9.
46
Properties=species:S:1:pos:R:3 method="wB97M-V/def2-TZVPD" total_charge=+3 lumo_energy_ha="-0.3720 / -0.5059" e_above_lowest_kcal_mol=0.1 multiplicity=5 e_homo_ha="-0.67833 / -0.71284"
Pt 0.5476 -0.4013 -0.3708
C 3.4447 -0.1686 1.3777
C 2.3363 -1.0027 1.9885
N 0.9516 -0.4702 1.7451
C -0.0675 -1.4292 2.2803
C -0.4786 -2.4214 1.2107
C 0.7917 0.8887 2.3019
C -0.5136 1.5342 1.8746
N -0.7040 1.4024 0.4259
C -1.5384 2.2556 -0.1989
C -1.5318 2.3801 -1.6132
F -0.7112 1.6712 -2.3242
C -2.3684 3.3081 -2.3374
F -2.2279 3.3084 -3.6168
C -3.2654 4.1393 -1.7090
C -3.3242 4.0365 -0.3348
F -4.1272 4.7565 0.3584
C -2.4944 3.1173 0.4199
F -2.7111 3.0890 1.6921
H 4.3763 -0.7310 1.4308
H 3.6162 0.7687 1.9029
H 3.2607 0.0510 0.3201
H 2.4648 -1.0858 3.0712
H 2.3429 -2.0141 1.5810
H -0.9358 -0.8701 2.6190
H 0.3449 -1.9421 3.1504
H -0.8289 -1.9145 0.2642
H -1.3674 -2.9787 1.5135
H 0.3020 -3.1331 0.9585
H 1.6235 1.4962 1.9501
H 0.8410 0.8535 3.3942
H -0.4874 2.5837 2.1717
H -1.3778 1.0887 2.3784
H -3.8906 4.8344 -2.2596
C 0.2507 -3.5606 -2.0204
C 1.4525 -3.0812 -1.5191
C 1.8401 -1.7412 -1.7484
C 1.0148 -0.9047 -2.5563
C -0.2263 -1.3909 -2.9911
C -0.5958 -2.7151 -2.7301
H -0.0212 -4.5978 -1.8723
H 2.1215 -3.7410 -0.9799
H 2.8599 -1.4412 -1.5361
H 1.4078 0.0321 -2.9385
H -0.8632 -0.7674 -3.6052
H -1.5332 -3.0917 -3.1190



10.
43
Properties=species:S:1:pos:R:3 method="wB97M-V/def2-TZVPD" total_charge=+1 lumo_energy_ha=-0.1081 smiles=C[n+]1cn(C[C@@H](O)COCc2ccccc2)c2ccccc21 e_above_lowest_kcal_mol=0.0 e_homo_ha=-0.44514
C 0.2536 2.5026 -1.2664
N 0.2219 1.0269 -1.3819
C -0.8619 0.2857 -1.1655
N -0.5922 -1.0017 -1.5889
C -1.5979 -2.1130 -1.4722
C -1.4055 -3.0152 -0.2010
O -0.0405 -3.4921 -0.2124
C -1.7362 -2.2212 1.0602
O -0.8203 -1.1600 1.3411
C -1.1641 -0.5078 2.5875
C -0.7063 0.9549 2.4637
C -1.6329 2.0273 2.2780
C -1.1713 3.3810 2.3027
C 0.1940 3.6544 2.4372
C 1.1242 2.6024 2.5664
C 0.6529 1.2670 2.5876
C 0.7202 -1.0528 -2.0546
C 1.4935 -2.0514 -2.6376
C 2.8262 -1.8085 -2.9665
C 3.3723 -0.5143 -2.7298
C 2.5748 0.4892 -2.2077
C 1.2260 0.2327 -1.8904
H -0.0067 2.9022 -2.2474
H 1.2425 2.9030 -1.0276
H -0.4754 2.8387 -0.5044
H -1.8277 0.6157 -0.8236
H -2.5999 -1.7024 -1.4229
H -1.5558 -2.7451 -2.3721
H -2.0767 -3.9045 -0.2575
H 0.2595 -3.8262 0.6589
H -1.8034 -2.9038 1.9230
H -2.7336 -1.8016 0.9478
H -0.6069 -1.0305 3.4078
H -2.2345 -0.5697 2.7839
H -2.7158 1.8908 2.1865
H -1.8614 4.2281 2.2287
H 0.5214 4.6833 2.3395
H 2.1602 2.8785 2.7799
H 1.3820 0.4555 2.6838
H 1.0629 -3.0406 -2.7970
H 3.5101 -2.5753 -3.2850
H 4.4030 -0.2535 -2.9261
H 3.0255 1.4713 -2.1258